18
Properties=species:S:1:pos:R:3:forces:R:3:nbo_charge:R:1 method="wB97M-V/def2-TZVPD" smiles="C=NC(=C)C.O.O" e_tot_ev=-9908.674 e_lumo_ev=0.64 homo_lumo_gap_ha=0.339 relative_energy_kcal_mol=82.3 homo_energy_ev=-8.591
C -3.022 -0.648 -0.120 -2.974 -1.172 -0.781 -0.66
C -2.155 -1.061 1.034 2.056 1.261 1.013 0.15
C -2.281 -1.995 1.993 -2.796 -1.446 -1.508 -0.48
C -0.392 0.523 1.610 1.657 3.270 -0.619 -0.03
N -0.939 -0.334 0.927 -0.936 -2.330 -0.869 -0.39
H -3.972 -0.049 0.228 1.522 -1.691 -0.463 0.23
H -3.258 -1.600 -0.717 -0.483 1.270 1.035 0.23
H -2.662 -0.010 -0.927 1.087 0.102 0.676 0.24
H -1.787 -2.286 2.879 1.705 0.805 0.477 0.22
H -3.055 -2.804 1.921 0.055 1.261 -0.496 0.20
H 0.538 0.970 1.150 -0.419 -0.692 0.788 0.14
H -0.794 1.199 2.362 -0.471 -0.631 0.756 0.15
H 4.314 -0.766 -3.528 1.115 -1.280 -0.503 0.47
H 4.161 0.408 -2.616 0.364 0.340 0.559 0.46
O 3.712 -0.102 -3.278 -1.456 0.942 -0.005 -0.93
H 2.348 2.223 -0.519 0.298 0.149 -0.353 0.47
H 3.300 2.665 -1.662 -0.117 -0.181 -0.764 0.47
O 3.104 2.785 -0.743 -0.208 0.022 1.057 -0.94